# 1
# C41H75NO27S

9 unconnected molecules or ions with the total composition C41H75NO27S in a non-equilibrium geometry (ωB97M-V/def2-TZVPD, the Open Molecules 2025 dataset).

Multiplicity: 1
Molecular weight (u): 1046.098
LUMO energy (eV): 0.3
SMILES: O=S1(=O)OCCC[C@@H]1c1ccccn1.CCOC(=O)OC.CCOC(=O)OC.CCOC(=O)OC.CCOC(=O)OC.CCOC(=O)OC.CCOC(=O)OC.CCOC(=O)OC.CCOC(=O)OC
Orbital gap (eV): 10.3095

Each line ends with the Löwdin charge.
Cartesian coordinates (Å):
O (-0.71960, 1.55173, 1.89930)  -0.27
S (-0.98429, 2.57408, 0.92922)  0.62
O (-1.82429, 3.65021, 1.36230)  -0.25
O (0.41331, 3.11281, 0.45728)  -0.23
C (0.28541, 3.91314, -0.75905)  -0.17
C (0.23362, 2.97789, -1.94638)  -0.15
C (-0.72184, 1.77788, -1.76247)  -0.12
C (-1.67888, 1.78778, -0.53644)  -0.25
C (-3.01380, 2.41165, -0.87163)  -0.30
C (-4.19442, 1.74535, -0.60080)  -0.01
C (-5.39290, 2.35027, -0.94558)  -0.05
C (-5.36444, 3.59307, -1.54474)  -0.06
C (-4.13458, 4.18614, -1.76829)  -0.11
N (-2.98239, 3.61205, -1.44522)  0.14
H (-0.61036, 4.53213, -0.68614)  0.11
H (1.15542, 4.56509, -0.79844)  0.13
H (-0.04347, 3.55652, -2.82923)  0.12
H (1.23712, 2.58799, -2.13112)  0.10
H (-0.16224, 0.84315, -1.73811)  0.11
H (-1.37273, 1.73301, -2.63642)  0.12
H (-1.81882, 0.75845, -0.20817)  0.13
H (-4.17151, 0.77374, -0.12160)  0.12
H (-6.33272, 1.84713, -0.75124)  0.11
H (-6.27157, 4.10304, -1.84100)  0.11
H (-4.07826, 5.16948, -2.22636)  0.11
C (-4.30706, 2.25984, 3.68968)  -0.05
C (-5.05658, 1.10328, 3.07483)  -0.20
O (-6.06726, 0.56739, 3.95074)  0.04
C (-7.19847, 1.26284, 4.00350)  -0.61
O (-7.45005, 2.26152, 3.37514)  0.11
O (-8.01665, 0.66322, 4.86809)  0.01
C (-9.25950, 1.33550, 5.08602)  -0.03
H (-3.87484, 1.97494, 4.64996)  0.09
H (-3.50371, 2.56796, 3.02068)  0.06
H (-4.95973, 3.11648, 3.85430)  0.08
H (-4.38756, 0.26378, 2.89093)  0.13
H (-5.52141, 1.38917, 2.13067)  0.10
H (-9.76971, 1.52411, 4.14432)  0.08
H (-9.09399, 2.27893, 5.60399)  0.10
H (-9.84898, 0.66607, 5.70445)  0.10
C (6.51151, 2.33885, -4.15325)  -0.06
C (5.54546, 3.41645, -3.71644)  -0.20
O (4.42138, 2.87157, -2.99406)  0.04
C (4.66645, 2.54905, -1.72651)  -0.60
O (5.71120, 2.69599, -1.14621)  0.12
O (3.55193, 2.03949, -1.20198)  -0.01
C (3.66792, 1.61003, 0.15990)  -0.02
H (5.99268, 1.57444, -4.73284)  0.08
H (7.29333, 2.77632, -4.77411)  0.08
H (6.98252, 1.86638, -3.29275)  0.07
H (5.09565, 3.91258, -4.57401)  0.12
H (6.03705, 4.16705, -3.09883)  0.12
H (4.05479, 2.41025, 0.78760)  0.10
H (4.31442, 0.73665, 0.23406)  0.10
H (2.65828, 1.35555, 0.46957)  0.09
C (-0.31310, 2.87709, 4.80825)  -0.06
C (1.04576, 2.39214, 4.36010)  -0.20
O (2.10208, 3.07182, 5.07205)  0.04
C (2.33456, 2.63657, 6.30454)  -0.62
O (1.78140, 1.72289, 6.86144)  0.12
O (3.29756, 3.39443, 6.83960)  0.00
C (3.62345, 3.06600, 8.19235)  -0.04
H (-0.37368, 3.96292, 4.71577)  0.09
H (-1.09137, 2.43352, 4.19194)  0.05
H (-0.50227, 2.62240, 5.85105)  0.08
H (1.21213, 2.63091, 3.31316)  0.10
H (1.15273, 1.31462, 4.47891)  0.13
H (3.86109, 2.00859, 8.28667)  0.09
H (2.79350, 3.31105, 8.85344)  0.10
H (4.48981, 3.67189, 8.43992)  0.09
C (12.60128, 2.60991, 0.82466)  -0.06
C (12.08455, 1.28797, 0.30279)  -0.21
O (10.89936, 0.86360, 0.99893)  0.02
C (9.76691, 1.46869, 0.63368)  -0.61
O (9.65635, 2.30206, -0.22787)  0.13
O (8.78213, 0.98582, 1.38759)  0.00
C (7.49590, 1.57811, 1.14473)  -0.03
H (12.76161, 2.55404, 1.90180)  0.08
H (13.54951, 2.85170, 0.34396)  0.08
H (11.89411, 3.41183, 0.61846)  0.08
H (12.80316, 0.49121, 0.48666)  0.12
H (11.87716, 1.33144, -0.76619)  0.12
H (7.23675, 1.53834, 0.09153)  0.07
H (7.49091, 2.61321, 1.48146)  0.10
H (6.79640, 0.99240, 1.73479)  0.09
C (0.66415, -3.38758, -2.99077)  -0.06
C (-0.64483, -3.12958, -2.27600)  -0.21
O (-1.57431, -2.41543, -3.11054)  0.03
C (-2.18938, -3.14813, -4.03729)  -0.61
O (-2.05662, -4.33216, -4.21278)  0.12
O (-2.98748, -2.34825, -4.74183)  0.01
C (-3.68999, -3.00273, -5.80708)  -0.03
H (1.08226, -2.45259, -3.36572)  0.08
H (1.37951, -3.83870, -2.30292)  0.08
H (0.52055, -4.06336, -3.83216)  0.08
H (-0.48693, -2.47718, -1.41882)  0.12
H (-1.09568, -4.05611, -1.92264)  0.12
H (-4.23504, -3.86766, -5.43560)  0.09
H (-2.99374, -3.31838, -6.58185)  0.10
H (-4.37863, -2.26156, -6.20001)  0.09
C (-7.91512, -7.27680, -8.91073)  -0.07
C (-6.58439, -7.92945, -9.21135)  -0.21
O (-5.50865, -7.31762, -8.47711)  0.03
C (-5.41259, -7.68335, -7.19854)  -0.61
O (-6.11842, -8.47815, -6.63278)  0.12
O (-4.40300, -7.01024, -6.64914)  0.00
C (-4.20556, -7.26512, -5.25326)  -0.03
H (-7.86140, -6.20294, -9.09318)  0.08
H (-8.68801, -7.70038, -9.55244)  0.08
H (-8.20101, -7.43931, -7.87272)  0.08
H (-6.30902, -7.79289, -10.25529)  0.12
H (-6.60489, -8.99710, -8.99538)  0.12
H (-4.11169, -8.33188, -5.06313)  0.10
H (-5.03855, -6.86440, -4.67694)  0.10
H (-3.28962, -6.74789, -4.98249)  0.08
C (-14.33777, -1.08984, 0.80742)  -0.07
C (-13.51329, -1.11603, -0.46002)  -0.21
O (-12.65292, 0.03328, -0.56385)  0.04
C (-11.54425, -0.01775, 0.17232)  -0.61
O (-11.19877, -0.93196, 0.87626)  0.12
O (-10.87864, 1.12455, 0.00284)  0.01
C (-9.67640, 1.22770, 0.77247)  -0.03
H (-14.89889, -0.15737, 0.87631)  0.08
H (-15.04294, -1.92126, 0.80662)  0.08
H (-13.70106, -1.17833, 1.68629)  0.08
H (-14.14890, -1.05586, -1.34121)  0.12
H (-12.91187, -2.02197, -0.52761)  0.12
H (-9.03062, 0.36966, 0.59549)  0.10
H (-9.90673, 1.29481, 1.83335)  0.08
H (-9.18993, 2.14279, 0.44954)  0.09
C (10.44323, -1.96584, 3.06956)  -0.06
C (11.71927, -2.52213, 2.48280)  -0.20
O (12.88891, -1.89002, 3.03872)  0.03
C (13.25190, -2.31963, 4.24381)  -0.61
O (12.72089, -3.19149, 4.88244)  0.12
O (14.31354, -1.61101, 4.63573)  0.00
C (14.79039, -1.93641, 5.94463)  -0.04
H (10.42086, -0.88303, 2.94926)  0.07
H (9.58297, -2.38900, 2.55018)  0.08
H (10.35664, -2.20349, 4.12918)  0.08
H (11.77951, -2.30470, 1.41782)  0.12
H (11.79448, -3.60061, 2.61994)  0.12
H (14.97958, -3.00407, 6.03164)  0.09
H (14.06534, -1.63348, 6.69841)  0.10
H (15.71293, -1.37726, 6.06684)  0.09


# 2
# C24H44N3OP2Pb

A molecular structure, C24H44N3OP2Pb in a non-equilibrium geometry (ωB97M-V/def2-TZVPD, the Open Molecules 2025 dataset).

Energy relative to the best compared isomer or geometry (same formula, charge and spin) (kJ/mol): 292.8
Total charge: +3
Multiplicity: 1
Molecular weight (u): 659.784
LUMO energy (eV): -11.2
Orbital gap (eV): 5.0587

Each line ends with the Löwdin charge.
Cartesian coordinates (Å):
Pb (0.01530, -0.00601, 0.08299)  1.17
P (0.24808, -2.55440, -0.39796)  0.98
P (0.25609, 2.58142, -0.07529)  0.98
N (1.99891, 0.06219, -0.98688)  -0.29
C (1.89107, -2.40553, -1.19364)  -0.27
H (2.41714, -3.35677, -0.99606)  0.11
H (1.66811, -2.30280, -2.27234)  0.11
C (2.75212, -1.17077, -0.77321)  -0.31
H (3.08051, -1.32120, 0.29190)  0.08
H (3.68928, -1.14545, -1.38706)  0.15
C (2.75696, 1.25399, -0.58692)  -0.30
H (3.68694, 1.30887, -1.21160)  0.15
H (3.05849, 1.27127, 0.50259)  0.12
C (1.89529, 2.52914, -0.88082)  -0.28
H (1.67337, 2.56494, -1.96567)  0.11
H (2.41483, 3.45178, -0.56840)  0.11
C (0.42180, 3.16099, 1.64234)  -0.53
C (-0.77154, 2.80843, 2.55035)  -0.10
H (-0.51656, 3.17346, 3.55390)  0.09
H (-0.93085, 1.72046, 2.61927)  0.05
H (-1.70862, 3.30326, 2.26151)  0.09
C (-1.03694, 3.26985, -1.14160)  -0.53
C (-2.40644, 3.32423, -0.44859)  -0.07
H (-3.12368, 3.65834, -1.21068)  0.11
H (-2.40290, 4.05481, 0.37678)  0.09
H (-2.74141, 2.34253, -0.07375)  0.06
C (-1.03923, -3.10093, -1.54393)  -0.54
C (-2.40711, -3.24270, -0.85957)  -0.07
H (-3.12392, -3.47938, -1.65742)  0.11
H (-2.74125, -2.31528, -0.36496)  0.06
H (-2.39993, -4.06969, -0.13044)  0.09
C (0.40928, -3.35183, 1.22472)  -0.54
C (-0.72590, -3.07814, 2.22612)  -0.07
H (-0.42331, -3.53167, 3.18206)  0.11
H (-1.66743, -3.54182, 1.89596)  0.09
H (-0.90104, -2.00696, 2.41608)  0.05
C (-2.03009, -0.05113, 0.74334)  -0.14
C (-0.51967, 4.62057, -1.64120)  -0.07
H (-0.48058, 5.34960, -0.81731)  0.09
H (0.47734, 4.52537, -2.10058)  0.09
H (-1.22636, 4.96236, -2.40518)  0.11
C (-0.52023, -4.37988, -2.20649)  -0.07
H (-1.22689, -4.62300, -3.00712)  0.11
H (0.47708, -4.22820, -2.64982)  0.09
H (-0.48171, -5.20544, -1.47951)  0.09
C (0.68245, -4.82833, 0.97583)  -0.07
H (1.03114, -5.25095, 1.92768)  0.11
H (-0.24475, -5.33374, 0.66305)  0.09
H (1.48032, -4.96769, 0.22579)  0.09
C (0.69173, 4.65961, 1.57569)  -0.07
H (-0.23885, 5.19539, 1.32634)  0.09
H (1.03367, 4.97040, 2.57114)  0.11
H (1.48188, 4.89644, 0.84473)  0.09
H (1.32289, 2.62203, 1.99824)  0.10
H (1.32911, -2.89856, 1.63921)  0.07
H (-1.09267, 2.55293, -1.98501)  0.11
H (-1.09424, -2.28477, -2.29089)  0.09
O (-3.04992, -0.08067, 1.32194)  0.22
H (-0.37131, -0.08969, -3.05974)  0.08
H (-1.04836, 0.08868, -2.76462)  0.05
N (2.12845, -1.73124, 3.92182)  0.17
C (2.08207, -1.22035, 2.64988)  -0.19
N (1.32321, -0.14327, 2.56879)  0.06
C (0.87373, 0.11617, 3.86246)  -0.24
C (0.81885, 1.35100, 4.51043)  -0.04
C (0.61198, 1.39957, 5.90095)  -0.03
C (0.75792, 0.24625, 6.67744)  -0.03
C (1.21378, -0.96746, 6.09626)  0.03
C (1.21064, -0.99261, 4.67634)  -0.17
H (2.74733, -2.45013, 4.24894)  0.18
H (2.77588, -1.59128, 1.88628)  0.12
H (1.08292, 2.24505, 3.93920)  0.10
H (0.38409, 2.37861, 6.36778)  0.13
H (0.56614, 0.27024, 7.75869)  0.13
H (1.54135, -1.85612, 6.60553)  0.12


Question: What is the orbital gap in the first record?
Answer: 10.3095 eV


Question: Among the records above, which one has the highest LUMO energy?
Answer: C41H75NO27S


Question: Which value of molecular weight does entry 2 give?
Answer: 659.784 u


Question: Which of these has the highest LUMO energy?
Answer: C41H75NO27S